Entry 1:
{
  "formula": "CH2ClNO2",
  "method": "ωB97M-V/def2-TZVPD",
  "relative_energy_ev": 0.3575,
  "homo_ev": [-9.48, -11.21],
  "charge": 0,
  "spin_multiplicity": 3,
  "symbols": ["C", "N", "O", "O", "Cl", "H", "H"],
  "coordinates": [[0.549, -0.134, -1.101], [-0.496, -0.177, 1.669], [-0.537, -0.248, -1.497], [-1.130, 0.724, 1.103], [1.349, 1.577, -1.046], [-1.065, -1.067, 1.698], [1.331, -0.676, -0.826]],
  "nbo_charge": [0.492, -0.205, -0.440, -0.141, -0.216, 0.355, 0.154]
}

Entry 2:
{
  "formula": "CH2ClNO2S",
  "method": "ωB97M-V/def2-TZVPD",
  "relative_energy_ev": 1.3991,
  "homo_ev": -10.90,
  "charge": 0,
  "symbols": ["C", "N", "O", "O", "S", "Cl", "H", "H"],
  "coordinates": [[0.987, 0.114, -2.683], [0.116, 0.453, -2.053], [-1.428, -0.950, -0.297], [0.557, -0.006, 0.829], [-0.709, 0.219, 0.200], [-1.277, -0.050, 3.595], [1.858, -0.104, -3.244], [-0.103, 0.323, 3.653]],
  "nbo_charge": [0.163, -0.373, -0.856, -0.878, 1.703, -0.256, 0.238, 0.260]
}

Entry 3:
{
  "formula": "CH2ClNOS",
  "method": "ωB97M-V/def2-TZVPD",
  "relative_energy_ev": 0.5350,
  "smiles": "O=C(Cl)NS",
  "homo_ev": -9.66,
  "charge": 0,
  "symbols": ["O", "C", "Cl", "N", "S", "H", "H"],
  "coordinates": [[1.092, -1.468, -0.428], [0.895, -0.348, -0.131], [2.177, 0.784, 0.280], [-0.365, 0.521, 0.024], [-1.665, -0.379, 0.453], [-0.094, 1.414, 0.595], [-2.041, -0.524, -0.792]],
  "nbo_charge": [-0.491, 0.656, -0.083, -0.844, 0.236, 0.428, 0.098]
}